No. 1
A structure of composition C14H20N6S2SeSiV, computed with ωB97M-V/def2-TZVPD.

```
! RIJCOSX wB97M-V def2-TZVPD def2/J DEFGRID3
* xyz 2 2
V 0.510 0.374 -0.737
N 3.659 3.261 0.197
C 2.597 2.590 -0.257
S 2.735 0.832 -0.360
N 1.539 3.261 -0.627
N 0.556 2.396 -1.047
C -0.317 2.853 -1.865
C -1.392 1.940 -2.272
C -2.481 2.335 -3.016
C -3.476 1.397 -3.276
C -3.339 0.111 -2.789
C -2.201 -0.218 -2.065
N -1.248 0.678 -1.810
H 4.527 2.792 0.383
H 3.650 4.268 0.162
H -0.256 3.873 -2.230
H -2.554 3.349 -3.383
H -4.349 1.676 -3.851
H -4.097 -0.638 -2.965
H -2.035 -1.212 -1.672
S 1.293 -1.478 -2.068
C 0.549 -2.978 -1.645
N 1.228 -4.084 -2.056
C 0.788 -5.338 -1.840
C -0.384 -5.512 -1.161
C -1.033 -4.349 -0.742
N -0.591 -3.119 -0.979
H 2.106 -3.938 -2.542
H 1.409 -6.138 -2.220
H -0.780 -6.495 -0.963
H -1.964 -4.419 -0.189
C -1.004 0.041 4.399
Si 0.360 0.800 3.431
C 2.048 0.127 3.700
C 0.220 2.594 3.046
Se -0.177 -0.148 1.253
H -0.859 0.240 5.465
H -1.025 -1.041 4.270
H -1.971 0.456 4.111
H 2.398 0.361 4.710
H 2.756 0.551 2.988
H 2.045 -0.959 3.595
H 0.362 3.195 3.949
H -0.773 2.817 2.653
H 0.970 2.896 2.314
*
```

For the HOMO-LUMO gap (alpha / beta), the calculation gives 6.8 / 7.3 eV. The expectation value of S² is 0.843.



No. 2
The ion C14H20NO with charge +1, computed with ωB97M-V/def2-TZVPD.

```
! RIJCOSX wB97M-V def2-TZVPD def2/J DEFGRID3
* xyz 1 1
C -3.794 -2.552 0.620
C -2.959 -1.533 0.919
C -2.798 -0.172 0.101
H -3.302 0.553 0.665
H -3.463 -0.511 -0.976
N -1.579 -0.061 -0.104
H -1.104 -0.150 0.903
C -1.362 1.439 -0.782
C -1.720 2.449 0.307
C -2.516 3.344 0.244
H -2.793 4.315 1.045
H -3.230 3.604 -0.755
H -1.066 2.157 1.200
H -0.270 1.608 -0.912
H -1.987 1.540 -1.664
C -0.984 -1.020 -0.931
H -1.479 -2.060 -0.984
H -0.940 -0.640 -1.990
C 0.614 -1.216 -0.667
O 1.149 -0.057 -0.269
C 2.494 -0.129 -0.202
C 3.021 1.220 0.164
C 4.482 1.329 0.346
C 5.181 0.116 0.629
C 4.639 -1.002 0.097
C 3.371 -1.256 0.047
H 2.853 -2.442 -0.029
H 5.259 -1.911 0.435
H 6.218 0.100 0.786
H 4.983 2.147 0.450
H 2.550 2.122 -0.176
H 0.970 -1.945 -1.506
H 0.512 -1.875 0.345
H -2.623 -1.665 1.854
H -3.989 -3.494 1.152
H -4.340 -2.350 -0.362
*
```

The structure (SMILES) is C=CC[NH+](CC=C)CCOc1ccccc1. For the HOMO-LUMO gap, the calculation gives 8.6 eV.



No. 3
A structure of composition C14H21AsCoN2O6PS, computed with ωB97M-V/def2-TZVPD.

```
! RIJCOSX wB97M-V def2-TZVPD def2/J DEFGRID3
* xyz -1 4
Co -3.044 -8.975 13.734
O -5.683 -7.556 17.084
As -5.308 -8.437 15.531
O -5.681 -10.072 15.472
O -3.714 -8.015 15.262
C -6.463 -7.320 14.444
C -7.525 -6.581 15.066
C -8.611 -5.947 14.430
C -8.639 -5.961 13.114
C -7.556 -6.507 12.384
C -6.518 -7.212 13.035
S -5.324 -7.947 11.872
O -5.401 -7.108 10.699
O -5.770 -9.365 11.785
O -4.057 -7.772 12.584
H -4.832 -7.405 17.477
H -7.575 -6.422 16.103
H -9.509 -5.623 14.992
H -9.368 -5.525 12.472
H -7.545 -6.397 11.306
N -3.309 -9.099 9.217
C -3.180 -10.395 8.914
C -3.794 -11.314 9.776
C -3.812 -12.636 9.508
C -3.455 -13.034 8.216
C -2.839 -12.056 7.427
N -2.750 -10.783 7.740
H -4.075 -8.886 9.793
H -3.023 -8.392 8.533
H -4.052 -11.033 10.768
H -4.151 -13.375 10.266
H -3.568 -14.082 7.862
H -2.564 -12.275 6.395
H -1.458 -9.403 13.876
C -2.210 -11.920 12.830
P -3.576 -11.228 13.878
C -3.072 -11.842 15.495
C -4.991 -12.249 13.229
H -2.197 -11.283 11.878
H -2.304 -13.105 12.698
H -1.325 -11.686 13.271
H -2.659 -12.871 15.410
H -3.996 -11.887 16.148
H -2.243 -11.176 15.796
H -4.703 -13.344 13.095
H -5.509 -11.851 12.331
H -5.761 -12.243 14.068
*
```

For the HOMO-LUMO gap (alpha / beta), the calculation gives 7.6 / 8.6 eV. The expectation value of S² is 3.760.



No. 4
A structure of composition C14H21BN2O2S, computed with ωB97M-V/def2-TZVPD.

```
! RIJCOSX wB97M-V def2-TZVPD def2/J DEFGRID3
* xyz 0 1
C -2.167 3.968 0.822
C -0.960 3.950 -0.138
C -0.599 2.558 -0.683
C 0.600 1.868 0.027
C 0.208 0.544 0.626
C 0.337 -0.650 -0.024
B 1.004 -0.702 -1.450
O 0.187 -0.850 -2.536
C 2.573 -0.593 -1.650
C 3.378 -0.912 -0.381
C -0.125 -1.877 0.597
C -0.025 -3.179 -0.161
C -1.239 -3.403 -1.079
O -1.562 -4.793 -1.050
C -0.671 -1.892 1.836
C -0.811 -0.673 2.540
N -1.325 -0.483 3.756
S -1.228 1.088 4.052
N -0.550 1.616 2.697
C -0.369 0.540 1.927
H -1.904 4.413 1.780
H -2.491 2.950 1.040
H -3.014 4.496 0.390
H -0.085 4.367 0.360
H -1.182 4.608 -0.978
H -0.384 2.597 -1.751
H -1.476 1.915 -0.584
H 1.387 1.705 -0.708
H 0.965 2.503 0.832
H 0.691 -1.066 -3.327
H 2.899 -1.233 -2.476
H 2.812 0.434 -1.946
H 4.445 -0.994 -0.587
H 3.229 -0.135 0.367
H 3.055 -1.855 0.064
H 0.881 -3.196 -0.772
H 0.028 -4.012 0.536
H -2.083 -2.820 -0.704
H -0.993 -3.082 -2.090
H -2.428 -4.902 -1.453
H -1.007 -2.819 2.280
*
```

For the HOMO-LUMO gap, the calculation gives 8.4 eV.



No. 5
A structure of composition C14H21BaIN4O5Se3Te, computed with ωB97M-V/def2-TZVPD.

```
! RIJCOSX wB97M-V def2-TZVPD def2/J DEFGRID3
* xyz -2 1
Ba 0.466 0.196 0.180
O 2.184 4.092 0.772
C 1.301 3.232 0.757
O 1.432 1.945 0.969
C -0.165 3.677 0.538
C -1.129 3.060 1.602
C -2.367 3.955 1.706
C -3.070 3.653 0.341
C -2.159 2.560 -0.239
O -1.681 1.876 0.954
C -0.856 3.179 -0.803
C -0.038 2.138 -1.620
O 0.986 2.498 -2.211
O -0.526 0.927 -1.625
H -0.156 4.751 0.605
H -0.654 2.798 2.539
H -2.984 3.655 2.547
H -2.093 5.005 1.826
H -4.078 3.269 0.485
H -3.122 4.523 -0.315
H -2.636 1.869 -0.913
H -1.054 4.007 -1.474
N -1.812 -1.316 -0.173
C -1.925 -2.460 -1.108
C -1.501 -3.773 -0.454
C -0.001 -3.941 -0.224
N 0.530 -2.926 0.709
H -2.319 -1.491 0.696
H -2.203 -0.479 -0.610
H -1.279 -2.258 -1.978
H -2.938 -2.583 -1.492
H -1.857 -4.605 -1.077
H -2.006 -3.850 0.522
H 0.527 -3.850 -1.187
H 0.162 -4.963 0.132
H 1.449 -3.209 1.044
H -0.071 -2.904 1.534
Se -1.605 -1.814 3.408
Se 0.378 -0.572 3.074
Te 2.177 -1.924 4.283
Se 3.668 -3.266 2.762
I 4.681 -1.779 -4.606
C 3.919 -1.613 -2.705
C 4.504 -2.065 -1.546
N 3.648 -1.770 -0.551
N 2.535 -1.181 -0.981
C 2.676 -1.069 -2.303
H 5.452 -2.553 -1.361
H 3.711 -2.064 0.470
H 1.898 -0.585 -2.899
*
```

For the HOMO-LUMO gap, the calculation gives 4.3 eV.



No. 6
A cluster of 2 separate species, C14H21Cl4N4O3PS2 in total, computed with ωB97M-V/def2-TZVPD.

```
! RIJCOSX wB97M-V def2-TZVPD def2/J DEFGRID3
* xyz 0 1
C -0.346 2.046 3.310
C -0.885 0.986 4.276
C -1.610 -0.123 3.532
O -0.654 -0.741 2.675
C -1.033 -1.977 2.121
C -1.267 -1.881 0.607
C -1.461 -3.218 0.061
N -1.614 -4.272 -0.364
P -2.879 -0.974 0.263
N -4.086 -1.831 0.767
C -0.043 -1.192 -0.157
C -0.369 0.230 -0.377
N -0.557 1.356 -0.497
C 1.292 -1.394 0.548
C 2.496 -0.701 -0.124
C 2.729 0.745 0.343
C 3.558 1.552 -0.690
S 2.811 3.071 -1.241
O 3.820 3.952 -1.730
O 1.752 2.751 -2.143
Cl 2.020 3.878 0.463
N 0.099 -1.859 -1.495
C 0.112 -1.198 -2.519
S 0.358 -0.396 -3.829
H -1.097 2.326 2.569
H 0.512 1.658 2.761
H 0.002 2.927 3.847
H -1.520 1.421 5.045
H -0.013 0.517 4.738
H -2.391 0.345 2.922
H -2.062 -0.831 4.230
H -1.974 -2.317 2.566
H -0.304 -2.766 2.315
H -2.884 -0.796 -1.134
H -2.784 0.288 0.867
H -4.664 -1.340 1.438
H 1.519 -2.460 0.550
H 1.267 -1.062 1.585
H 2.463 -0.786 -1.210
H 3.366 -1.271 0.207
H 3.308 0.719 1.265
H 1.801 1.257 0.583
H 3.714 0.937 -1.574
H 4.532 1.808 -0.279
C -1.518 0.060 -7.319
Cl -2.181 1.247 -8.440
Cl -1.658 -1.571 -7.973
Cl 0.161 0.436 -6.929
H -2.090 0.105 -6.402
*
```

The structure (SMILES) is CCCOC[C@@](C#N)([PH2]=N)[C@@](C#N)(CCCCS(=O)(=O)Cl)N=C=S.ClC(Cl)Cl. For the HOMO-LUMO gap, the calculation gives 9.2 eV.



Number 1: E -144353.954 eV. Number 2: E -18362.797 eV. Number 3: E -148714.507 eV. Number 4: E -33446.936 eV. Number 5: E -243188.267 eV. Number 6: E -108006.987 eV.